1.
{"formula": "C39H50BGeN6S3Sc", "method": "the ωB97M-V functional and the def2-TZVPD basis", "symbols": ["N", "H", "H", "C", "C", "C", "H", "C", "H", "C", "H", "H", "C", "H", "C", "C", "C", "H", "H", "C", "C", "H", "N", "C", "H", "H", "C", "C", "H", "H", "C", "C", "H", "H", "C", "H", "H", "S", "N", "H", "N", "H", "C", "H", "C", "C", "H", "C", "C", "C", "H", "H", "C", "H", "H", "H", "C", "H", "C", "H", "H", "C", "H", "H", "C", "H", "H", "N", "H", "H", "N", "H", "C", "H", "H", "H", "H", "C", "H", "H", "C", "H", "B", "C", "H", "C", "H", "H", "Ge", "C", "C", "Sc", "C", "S", "C", "C", "H", "C", "H", "S", "H"], "positions_angstrom": [[0.89, 3.57, -1.55], [5.33, -0.16, 7.00], [3.26, 0.70, 6.00], [-2.16, -2.48, 1.76], [-2.20, 4.86, -5.20], [0.62, 0.65, -4.59], [0.11, -3.70, -3.66], [-4.43, 3.05, 0.22], [2.99, 1.76, -6.77], [-2.29, 2.30, -0.94], [-4.74, 2.05, 0.53], [-1.31, 4.26, -5.32], [3.60, -0.30, 5.75], [3.45, 1.62, 2.00], [-0.45, -1.11, -2.66], [-3.53, 2.98, -0.98], [0.38, -0.73, -4.88], [-0.37, 5.93, -1.83], [2.75, -3.08, 3.91], [1.79, 5.82, -1.51], [2.86, -1.12, 4.86], [1.74, 7.75, -0.54], [0.90, 2.27, -1.17], [2.82, 3.86, -0.23], [3.60, 4.52, 0.12], [-4.51, 2.26, -5.25], [1.77, 6.70, -0.24], [4.76, -0.77, 6.31], [0.53, 3.39, -4.48], [-4.49, 5.76, -3.90], [-3.02, 3.47, -3.30], [-3.38, 4.04, -4.66], [3.24, 0.87, -5.26], [2.65, 6.56, 0.38], [-0.10, -1.21, 3.17], [-3.89, 3.21, -6.59], [-3.42, -0.88, 2.48], [-1.76, 1.56, 0.56], [-0.17, 0.15, -2.45], [-2.97, -2.99, 1.25], [-1.86, 2.84, -3.21], [3.11, 5.49, -3.22], [0.17, -2.36, 2.40], [-5.32, 3.63, -0.01], [2.83, 2.55, 0.17], [1.45, 2.98, -4.91], [-0.18, -3.25, -5.35], [-3.66, 2.84, -5.59], [-4.62, 4.92, -4.58], [3.31, -2.42, 4.57], [-3.92, 3.51, 1.06], [0.56, 5.54, -3.29], [-0.44, -3.03, -4.32], [-2.47, 5.27, -6.17], [6.10, -2.44, 6.46], [-4.82, 5.34, -5.57], [0.56, 6.13, -2.37], [-2.79, 2.19, -5.66], [2.54, 1.04, -6.08], [1.17, -2.75, 2.33], [-0.73, 2.20, -6.43], [4.47, -2.89, 5.14], [-1.50, -3.25, -4.18], [0.88, 6.50, 0.36], [0.22, 1.77, -6.75], [-5.52, 4.37, -4.30], [-4.80, 4.10, -2.26], [0.30, 1.01, -3.37], [-1.61, 0.25, 3.72], [4.41, 1.18, 0.59], [-1.53, 2.29, -2.03], [3.98, 5.93, -1.73], [1.82, 4.37, -1.09], [-0.65, -3.90, 1.15], [1.83, 3.68, -5.65], [0.62, -1.08, -5.88], [2.20, 2.89, -4.11], [3.89, 2.00, 1.07], [2.41, 0.11, -6.63], [0.66, 2.44, -7.49], [-1.39, -0.66, 3.16], [-1.97, 5.70, -4.54], [-0.16, 1.63, -2.05], [-3.86, 3.56, -2.17], [4.82, -3.89, 4.93], [-2.42, -1.30, 2.46], [3.08, 7.15, -2.62], [4.61, 2.78, 1.33], [1.27, -0.39, 4.30], [-0.15, -1.61, -3.98], [1.21, 1.63, -5.58], [-0.65, -0.63, 0.57], [-0.86, -3.00, 1.71], [1.70, 0.05, 0.18], [5.19, -2.06, 6.01], [3.07, 6.10, -2.32], [0.03, 0.82, -7.25], [1.77, 1.73, -0.32], [0.58, 7.18, -2.64], [-1.14, -2.07, -1.40], [0.79, 0.95, 4.84]], "total_charge": 4, "fmax_ev_per_a": 0.50, "e_tot_ev": -160560.333}

2.
{"formula": "C39H50ClCoN2OPSSe2", "method": "the ωB97M-V functional and the def2-TZVPD basis", "symbols": ["C", "H", "H", "C", "C", "H", "C", "H", "C", "S", "C", "H", "C", "H", "C", "H", "O", "H", "C", "H", "C", "H", "H", "H", "H", "H", "C", "H", "C", "H", "C", "H", "H", "C", "C", "H", "C", "H", "H", "H", "C", "C", "H", "H", "H", "Se", "H", "H", "H", "C", "C", "C", "Co", "C", "H", "Cl", "H", "C", "C", "H", "C", "H", "H", "C", "H", "H", "H", "C", "H", "P", "H", "C", "N", "H", "H", "C", "H", "H", "N", "H", "C", "C", "H", "H", "H", "H", "C", "C", "H", "C", "C", "H", "C", "Se", "H", "C", "C", "C"], "positions_angstrom": [[-4.73, -1.52, 1.56], [-0.08, 3.39, 5.62], [-0.60, 2.08, -1.07], [3.21, -1.30, -2.76], [2.49, 0.98, -1.21], [-2.57, -4.06, -1.86], [4.46, -0.67, -2.87], [-4.52, -2.96, 5.15], [3.64, 2.99, 0.34], [-0.06, 0.34, 0.83], [4.14, -3.26, -3.83], [4.10, 3.77, 0.94], [-0.95, 2.91, 6.09], [2.10, -3.08, -3.23], [1.17, -4.77, -0.89], [4.01, -4.27, -4.21], [-1.92, -0.69, -1.91], [-2.50, -1.93, 0.08], [2.24, -3.99, -0.18], [4.27, 1.41, 1.65], [-0.81, 6.07, 0.02], [6.21, -3.15, -4.39], [-2.60, -3.21, 3.62], [-1.96, -4.43, -0.24], [-2.65, 1.69, 5.54], [-2.16, 2.00, -1.88], [1.06, 1.29, -5.87], [2.83, 0.90, -4.70], [1.74, 0.84, -4.74], [-2.14, 2.83, 4.29], [-2.45, -2.32, 1.09], [2.97, -4.67, 0.25], [-4.79, -1.12, 0.55], [-5.72, -1.90, 3.72], [-1.78, 0.15, 3.44], [-1.71, -5.59, -1.58], [-1.06, 0.67, -4.88], [4.60, 0.33, -2.49], [-0.12, 6.49, 0.75], [-0.58, 2.24, 6.87], [-1.63, 2.40, -1.02], [2.38, 2.30, -1.60], [-1.54, -2.81, 1.41], [1.84, 2.56, -2.50], [1.64, -5.39, -1.65], [-0.14, -3.65, -1.83], [2.98, -2.23, 3.18], [-2.66, -0.24, 3.95], [1.61, 1.71, -6.71], [-3.50, -2.70, 3.28], [-0.37, 0.20, -3.72], [-1.77, 2.14, 5.05], [-0.14, -1.17, -1.02], [-0.34, 1.19, -5.92], [3.41, -3.88, 2.66], [-7.05, -1.72, 4.79], [-1.42, 4.28, -2.00], [3.07, -2.60, -3.26], [-1.78, -4.54, -1.30], [-0.53, 0.37, 5.15], [-3.54, -2.19, 1.96], [0.60, -5.41, -0.23], [-1.19, -0.68, 3.09], [3.75, 1.66, 0.74], [3.99, -2.46, 1.73], [2.75, -3.32, -0.86], [6.49, -0.84, -3.55], [2.95, 3.31, -0.82], [-2.73, 4.25, -0.83], [1.75, -0.39, -2.14], [-2.14, 0.58, -4.93], [-0.98, -0.45, -2.66], [-2.25, 0.90, 2.26], [0.25, 4.19, -0.14], [-0.12, 1.46, 3.82], [-1.69, 3.92, -1.01], [-0.86, 1.53, -6.81], [-0.53, 6.45, -0.96], [-2.21, 1.84, 0.21], [-1.06, 4.18, 1.04], [5.37, -2.63, -3.93], [-5.80, -1.38, 2.42], [-1.55, 3.69, 6.57], [3.24, -0.38, 0.29], [2.86, 4.35, -1.13], [-1.81, 6.44, 0.26], [5.53, -1.34, -3.46], [-1.61, 1.05, 1.11], [-3.10, 1.43, 2.39], [3.17, 0.66, -0.03], [3.17, -2.87, 2.32], [-3.11, 2.22, 0.47], [-4.57, -2.56, 4.15], [1.53, -2.91, 1.27], [-6.71, -0.88, 2.11], [-0.77, 4.54, 0.04], [-0.96, 1.03, 4.38], [1.05, 0.31, -3.67]], "spin_multiplicity": 5, "total_charge": 1, "fmax_ev_per_a": 0.94, "e_tot_ev": -247242.016}

3.
{"formula": "C39H51B2N14ReS3", "method": "the ωB97M-V functional and the def2-TZVPD basis", "symbols": ["H", "N", "H", "C", "C", "C", "H", "H", "C", "H", "C", "H", "C", "N", "N", "H", "C", "H", "H", "B", "C", "N", "H", "N", "C", "N", "C", "H", "C", "C", "C", "H", "H", "C", "C", "H", "H", "C", "B", "H", "C", "H", "H", "C", "H", "C", "H", "C", "H", "H", "H", "H", "H", "H", "H", "H", "H", "C", "S", "C", "H", "H", "H", "H", "N", "H", "H", "N", "N", "H", "H", "C", "H", "H", "S", "H", "C", "N", "H", "N", "N", "H", "C", "N", "C", "C", "C", "N", "H", "C", "C", "C", "C", "C", "H", "H", "Re", "H", "H", "C", "C", "C", "H", "S", "C", "H", "H", "H", "C", "C"], "positions_angstrom": [[-3.87, -3.71, 3.71], [-0.69, 0.36, -2.03], [4.57, 0.97, 2.88], [-3.97, -1.12, 4.73], [2.09, -2.33, -1.11], [3.10, -2.54, -2.03], [0.69, 5.26, 5.07], [2.67, 3.57, -2.91], [-4.23, 3.27, 1.83], [4.56, 2.55, -5.92], [-1.98, 0.35, -2.48], [0.68, 3.63, 7.91], [-0.67, 0.80, -4.18], [-1.75, 0.58, 1.51], [-0.07, 1.89, 3.85], [-4.24, -1.16, 3.67], [-3.58, 1.91, 1.62], [4.72, 2.44, 3.84], [-3.53, -0.14, 4.94], [1.68, 0.80, -2.98], [-2.39, -0.42, 0.87], [2.22, -0.51, -2.31], [1.62, 2.33, 7.18], [-0.34, -1.06, 2.92], [2.14, 3.23, -2.03], [2.32, 1.06, -4.26], [-0.19, 4.72, 5.42], [-0.24, 1.04, -5.14], [1.05, 2.99, -0.13], [-5.54, 3.09, 2.61], [1.78, 1.23, 2.58], [1.44, -4.89, 3.64], [-0.59, 5.27, 6.28], [0.15, 3.29, 5.85], [-4.35, 0.83, 1.10], [-6.33, 2.62, 2.02], [-1.56, 3.14, 7.13], [-1.71, -2.16, 4.38], [-0.35, 0.22, 2.00], [-2.32, 4.31, 2.11], [1.68, 3.92, -0.88], [2.75, 3.30, 4.97], [2.64, -3.65, 4.00], [-3.03, -2.26, 5.12], [-0.95, 4.74, 4.63], [-2.72, -2.19, 6.63], [-4.62, -3.71, 5.31], [-2.01, 0.61, -3.82], [-5.40, 2.52, 3.53], [1.60, -0.54, -5.52], [-4.88, -1.22, 5.31], [-5.05, 4.78, 0.53], [-3.66, -2.22, 7.18], [-5.42, 0.96, 0.99], [1.99, 4.03, 6.82], [-0.87, 1.57, 6.73], [1.64, -4.29, 5.29], [1.63, -4.00, 4.24], [2.29, -1.68, 2.41], [4.17, 1.98, 3.02], [-3.98, -2.28, -0.29], [-2.20, -1.27, 6.89], [-3.05, -4.47, 5.08], [-2.12, -3.04, 6.97], [-2.30, 1.76, 1.86], [-3.16, 3.90, 3.62], [-0.87, -3.94, 5.25], [1.15, 1.74, -0.74], [0.47, 1.27, 2.82], [-3.76, 5.21, 2.60], [-5.21, -1.10, -0.73], [-4.52, 3.83, 0.43], [-3.60, 4.01, -0.13], [3.70, -3.42, -2.17], [-1.35, -1.65, 0.14], [3.74, -1.11, -3.64], [0.68, -1.88, 3.13], [-1.54, -1.16, 3.54], [-1.84, 2.44, 5.53], [1.56, -1.10, -1.28], [1.82, 1.96, -1.92], [-5.92, 4.08, 2.89], [0.75, 2.59, 4.64], [3.28, 2.04, -4.37], [-0.68, -3.10, 4.59], [0.54, -2.98, 3.99], [2.12, 2.69, 4.34], [0.11, 0.64, -3.11], [1.69, -3.00, -0.36], [2.27, 0.30, -5.41], [-3.30, 4.22, 2.59], [-3.67, -3.62, 4.78], [-3.78, -0.35, 0.69], [2.70, 1.97, 3.31], [3.41, 0.46, -7.28], [-5.16, 3.16, -0.16], [0.23, 0.03, -0.23], [-2.79, 0.13, -1.80], [0.53, 3.09, 0.81], [1.18, 3.31, 6.99], [3.19, 0.81, -6.28], [-4.59, -1.47, 0.09], [4.37, 2.55, 2.11], [2.18, 0.05, 1.30], [3.14, -1.37, -2.78], [1.79, 4.98, -0.68], [-5.27, -1.88, 0.84], [-2.87, 0.67, -4.46], [3.79, 1.88, -5.58], [-1.11, 2.56, 6.32]], "total_charge": 4, "fmax_ev_per_a": 1.19, "e_tot_ev": -98086.636}

For the records above, the corresponding relative energy (zero: lowest compared OMol25 entry of this formula, charge and spin) values read 0.00 26.32 0.00 kcal per mole.